Record 1
Here is C14H19NO5 as an isolated structure from the Open Molecules 2025 dataset. Energies are from ωB97M-V/def2-TZVPD.

Structure (ORCA input):
```
! wB97M-V def2-TZVPD RIJCOSX def2/J DEFGRID3
* xyz 0 1
C 0.100 -0.234 -5.576
C 1.104 -1.010 -4.871
H 0.845 -2.157 -4.847
H 2.055 -0.876 -5.466
O 1.188 -0.607 -3.730
C 0.579 -1.220 -2.810
O -0.177 -1.975 -3.102
N 0.692 -0.836 -1.507
H 1.544 -0.269 -1.434
C 0.168 -1.255 -0.292
C 0.024 -0.407 0.794
C -1.365 -0.140 1.188
C -1.668 1.129 2.079
C -0.424 1.718 2.720
C 0.688 1.509 2.108
C 1.153 0.571 1.130
H 2.042 0.550 0.764
H 1.705 2.178 2.454
O -0.632 2.703 3.722
C -1.694 2.996 4.183
C -1.697 4.079 5.146
H -0.721 3.697 5.929
H -1.154 4.934 4.780
H -2.377 4.332 5.666
H -2.423 1.921 4.728
H -2.558 3.371 3.476
H -2.562 1.305 2.445
H -2.153 -0.685 0.993
C 1.178 -2.427 0.249
C 1.115 -3.567 -0.585
O 0.302 -4.681 -0.428
O 1.856 -3.541 -1.619
H 1.919 -4.264 -2.138
H 0.591 -2.645 1.186
H 2.079 -2.047 0.397
H -0.709 -1.870 -0.450
H -1.082 -0.518 -5.110
H 0.511 0.828 -5.514
H -0.043 -0.594 -6.660
*
```

Values from the calculation:
- LUMO: -0.2 eV
- Orbital gap: 0.324 Ha
- Molecular weight: 281.3 Da

***

Record 2
Here is C11H13N7O5 as an isolated structure from the Open Molecules 2025 dataset. Energies are from ωB97M-V/def2-TZVPD.

Structure (ORCA input):
```
! wB97M-V def2-TZVPD RIJCOSX def2/J DEFGRID3
* xyz 0 1
O 1.837 -2.290 -2.167
N 1.805 -1.097 -1.816
O 1.871 -0.148 -2.632
C 1.721 -0.733 -0.416
C 1.882 0.602 -0.043
C 1.823 0.962 1.323
N 1.853 2.361 1.699
O 1.997 3.241 0.832
O 1.683 2.637 2.921
C 1.554 0.036 2.332
C 1.377 -1.306 1.984
N 0.863 -2.308 2.752
O 0.479 -3.263 1.789
N 0.822 -2.911 0.503
C 1.434 -1.710 0.620
H 2.016 1.380 -0.787
H 1.337 0.553 3.496
C -0.814 -0.116 4.927
N 0.348 -0.071 5.803
C 0.203 -0.058 7.244
C 1.633 0.009 7.740
N 2.419 0.012 6.521
C 3.868 0.106 6.574
C 1.636 -0.018 5.435
N 2.089 0.031 4.164
H -0.514 -0.248 3.890
H -1.445 -0.963 5.221
H -1.401 0.807 5.028
H -0.391 0.808 7.570
H -0.307 -0.972 7.576
H 1.813 0.918 8.333
H 1.886 -0.862 8.360
H 4.295 0.180 5.576
H 4.168 0.994 7.149
H 4.285 -0.780 7.073
H 3.066 0.291 4.055
*
```

Values from the calculation:
- LUMO: -1.0 eV
- Orbital gap: 0.225 Ha
- Molecular weight: 323.3 Da

***

Record 3
Here is a 3-piece molecular cluster, C4H11NO2 overall from the Open Molecules 2025 dataset. Energies are from ωB97M-V/def2-TZVPD.

Structure (ORCA input):
```
! wB97M-V def2-TZVPD RIJCOSX def2/J DEFGRID3
* xyz 0 1
C 1.913 1.709 -1.643
C 0.648 1.494 -1.321
C 0.251 0.703 -0.142
C 1.172 0.117 0.633
N -1.132 0.645 0.021
H 2.034 2.225 -2.534
H 2.800 1.276 -1.312
H -0.101 2.007 -1.965
H 2.227 0.293 0.587
H 1.004 -0.505 1.474
H -1.479 -0.022 0.704
H -1.713 0.593 -0.791
O -2.039 -0.907 2.228
H -2.588 -1.619 1.958
H -1.840 -0.657 3.110
O -0.541 -2.420 0.065
H -0.950 -2.704 -0.768
H 0.335 -2.227 -0.302
*
```

Values from the calculation:
- LUMO: 0.7 eV
- Orbital gap: 0.309 Ha
- Molecular weight: 105.1 Da

***

Record 4
Here is a 2-piece molecular cluster, C2H6NO2 overall from the Open Molecules 2025 dataset. Energies are from ωB97M-V/def2-TZVPD.

Structure (ORCA input):
```
! wB97M-V def2-TZVPD RIJCOSX def2/J DEFGRID3
* xyz -1 1
N 0.145 1.008 -1.702
C -0.245 0.196 -0.594
O 0.074 -1.009 -0.651
O -0.892 0.794 0.303
H 0.276 0.478 -2.543
H -0.428 1.804 -1.760
C 0.700 -0.887 2.258
H 0.759 -0.971 3.335
H 0.341 0.082 1.936
H 0.129 -1.722 1.883
H 1.725 -0.857 1.866
*
```

Values from the calculation:
- LUMO: 4.5 eV
- Orbital gap: 0.309 Ha
- Molecular weight: 76.1 Da

***

Record 5
Here is a single C8H14 molecule from the Open Molecules 2025 dataset. Energies are from ωB97M-V/def2-TZVPD.

Structure (ORCA input):
```
! wB97M-V def2-TZVPD RIJCOSX def2/J DEFGRID3
* xyz 0 1
C 0.634 -2.517 2.162
C 0.751 -0.839 1.588
C -0.463 -0.265 1.087
C -0.970 0.016 -0.365
C 0.071 0.726 -1.198
C 0.273 2.009 -0.869
C 0.960 2.935 -1.666
C -1.343 -1.257 -1.133
H 0.166 -3.360 1.633
H -0.089 -2.367 3.015
H 1.723 -2.633 2.694
H 1.640 -0.855 0.898
H 1.309 -0.469 2.423
H -1.800 0.744 -0.377
H -1.313 -0.081 1.719
H 0.965 0.137 -1.593
H 0.089 2.321 0.177
H 1.332 2.570 -2.633
H 0.750 4.012 -1.599
H -1.691 -1.021 -2.122
H -0.437 -1.964 -1.197
H -2.122 -1.888 -0.672
*
```

Values from the calculation:
- LUMO: -1.4 eV
- Orbital gap: 0.178 Ha
- Molecular weight: 110.2 Da

***

Record 6
Here is C14H12MnN4O2S as an isolated structure from the Open Molecules 2025 dataset. Energies are from ωB97M-V/def2-TZVPD.

Structure (ORCA input):
```
! wB97M-V def2-TZVPD RIJCOSX def2/J DEFGRID3
* xyz 1 5
Mn -1.049 -0.514 -0.410
N -1.839 2.207 2.695
C -1.341 1.554 1.651
S -0.791 -0.099 1.900
N -1.228 2.199 0.504
N -0.650 1.393 -0.411
C 0.124 1.831 -1.329
C 0.755 0.838 -2.206
C 1.600 1.185 -3.240
C 2.217 0.169 -3.960
C 1.971 -1.147 -3.616
C 1.101 -1.414 -2.568
N 0.502 -0.447 -1.879
H -1.972 1.734 3.570
H -2.112 3.172 2.606
H 0.338 2.892 -1.387
H 1.772 2.228 -3.468
H 2.886 0.407 -4.776
H 2.441 -1.963 -4.144
H 0.876 -2.430 -2.270
O -4.235 -1.237 -2.480
C -3.272 -1.224 -1.773
O -2.827 -0.198 -1.054
C -2.356 -2.424 -1.598
C -1.973 -3.211 -2.679
C -1.097 -4.265 -2.481
C -0.571 -4.529 -1.213
C -0.935 -3.750 -0.132
C -1.841 -2.696 -0.317
H -2.397 -3.001 -3.652
H -0.816 -4.895 -3.315
H 0.105 -5.362 -1.072
H -0.562 -3.974 0.859
H -2.262 -2.168 0.540
*
```

Values from the calculation:
- LUMO (spin up / spin down): -5.8 / -4.8 eV
- Orbital gap (spin up / spin down): 0.234 / 0.278 Ha
- Molecular weight: 355.3 Da

***

Record 7
Here is C2H2I2S as an isolated structure from the Open Molecules 2025 dataset. Energies are from ωB97M-V/def2-TZVPD.

Structure (ORCA input):
```
! wB97M-V def2-TZVPD RIJCOSX def2/J DEFGRID3
* xyz 0 1
C -1.439 0.702 1.681
C 0.469 -0.528 -0.939
S -2.044 1.343 2.935
I 1.938 0.414 -2.281
I 1.259 -0.799 0.958
H -0.383 0.239 -0.761
H 0.200 -1.371 -1.591
*
```

Values from the calculation:
- LUMO: -0.3 eV
- Orbital gap: 0.321 Ha
- Molecular weight: 311.9 Da

***

> What is the formula in the second record?

C11H13N7O5